(1)
{"formula": "C42H50BrClF6NO5SSbSeW", "method": "wB97M-V/def2-TZVPD", "relative_energy_ev": 0.3906, "e_homo_ev": [-11.06, -11.04], "s_squared": 0.77, "e_lumo_ev": [-4.5, -6.4], "multiplicity": 2, "charge": 1, "orbital_gap_ev": [6.53, 4.66], "species": ["W", "C", "C", "C", "C", "C", "C", "C", "Se", "C", "C", "C", "C", "C", "C", "O", "C", "C", "C", "C", "C", "C", "C", "C", "C", "O", "C", "C", "C", "C", "C", "C", "H", "H", "H", "H", "H", "H", "H", "H", "H", "H", "H", "H", "H", "H", "H", "H", "H", "H", "H", "H", "H", "H", "H", "H", "H", "H", "H", "H", "H", "H", "H", "H", "H", "H", "H", "H", "H", "H", "H", "H", "O", "S", "O", "N", "C", "O", "C", "C", "C", "C", "C", "C", "H", "H", "H", "H", "Br", "C", "C", "C", "C", "C", "C", "H", "H", "H", "H", "F", "Sb", "F", "F", "F", "F", "F", "Cl", "C", "H", "H"], "positions_angstrom": [[-0.721, 1.266, -1.059], [0.925, -6.692, -1.831], [0.836, -5.819, -0.576], [2.207, -5.812, 0.120], [-0.210, -6.428, 0.368], [0.475, -4.371, -0.910], [0.115, -3.489, 0.107], [-0.111, -2.164, -0.204], [-0.828, -0.931, 1.054], [0.786, -0.189, 1.752], [1.591, -0.865, 2.587], [2.759, -0.220, 3.108], [2.968, 1.135, 2.807], [2.152, 1.908, 2.009], [1.053, 1.188, 1.389], [0.270, 1.664, 0.503], [2.517, 3.385, 1.872], [2.559, 3.990, 3.291], [3.905, 3.482, 1.216], [1.532, 4.206, 1.052], [3.701, -1.017, 3.977], [4.871, -0.183, 4.501], [2.916, -1.581, 5.178], [4.252, -2.177, 3.124], [0.017, -1.688, -1.504], [-0.181, -0.366, -1.679], [0.292, -2.541, -2.563], [0.520, -3.873, -2.210], [0.377, -2.064, -4.021], [1.751, -1.409, -4.233], [-0.736, -1.052, -4.337], [0.235, -3.233, -5.003], [1.126, -7.724, -1.538], [1.738, -6.376, -2.489], [-0.010, -6.681, -2.396], [2.516, -6.834, 0.356], [2.173, -5.241, 1.053], [2.968, -5.365, -0.525], [0.009, -7.487, 0.523], [-1.214, -6.349, -0.055], [-0.211, -5.951, 1.350], [0.006, -3.823, 1.131], [1.354, -1.888, 2.847], [3.831, 1.624, 3.234], [3.283, 3.498, 3.944], [1.575, 3.936, 3.764], [2.841, 5.040, 3.212], [4.695, 3.096, 1.866], [4.125, 4.530, 1.007], [3.936, 2.928, 0.275], [0.509, 4.096, 1.407], [1.567, 3.945, 0.000], [1.802, 5.260, 1.133], [4.529, 0.651, 5.120], [5.487, 0.209, 3.688], [5.508, -0.813, 5.122], [2.498, -0.776, 5.786], [3.594, -2.165, 5.802], [2.100, -2.237, 4.871], [4.809, -1.802, 2.263], [3.458, -2.832, 2.758], [4.928, -2.778, 3.734], [0.733, -4.564, -3.008], [1.925, -0.610, -3.512], [1.814, -0.990, -5.240], [2.551, -2.143, -4.114], [-0.554, -0.075, -3.893], [-1.709, -1.408, -3.988], [-0.796, -0.911, -5.417], [1.079, -3.923, -4.955], [0.205, -2.837, -6.019], [-0.689, -3.794, -4.834], [-1.677, 2.716, 2.566], [-2.703, 2.091, 1.787], [-3.002, 0.712, 2.028], [-2.305, 2.342, 0.139], [-3.126, 3.215, -0.402], [-2.975, 3.701, -1.579], [-4.264, 3.603, 0.438], [-5.334, 4.396, 0.082], [-6.345, 4.561, 1.022], [-6.266, 3.962, 2.276], [-5.166, 3.193, 2.644], [-4.182, 3.033, 1.695], [-5.368, 4.868, -0.891], [-7.211, 5.161, 0.773], [-7.075, 4.094, 2.983], [-5.094, 2.737, 3.624], [-7.416, 0.074, -1.876], [-5.527, 0.106, -1.850], [-4.842, -0.597, -0.876], [-3.462, -0.469, -0.791], [-2.743, 0.358, -1.656], [-3.454, 0.959, -2.689], [-4.834, 0.840, -2.794], [-5.372, -1.229, -0.175], [-2.980, -1.055, -0.026], [-2.948, 1.538, -3.446], [-5.360, 1.340, -3.597], [-0.490, 3.672, -0.916], [-1.431, 4.949, -2.098], [-0.180, 6.102, -1.332], [-2.606, 6.164, -1.295], [-0.060, 4.490, -3.276], [-2.415, 5.131, -3.656], [-1.159, 2.146, -2.663], [2.524, 0.704, -1.261], [1.251, 1.705, -2.046], [1.212, 1.441, -3.093], [1.503, 2.750, -1.920]], "atomic_forces_ev_per_a": [[-1.50, -1.05, -2.31], [-0.02, 0.02, 0.02], [0.02, 0.04, -0.01], [0.01, -0.01, 0.01], [-0.04, -0.02, -0.02], [0.03, -0.02, 0.00], [0.00, -0.03, 0.00], [-0.07, 0.09, 0.15], [0.08, 0.04, 0.02], [-0.05, 0.36, -0.03], [0.38, 0.02, 0.17], [-0.12, 0.09, -0.06], [0.03, -0.34, 0.08], [-0.21, -0.13, -0.05], [0.36, -0.57, 0.71], [0.98, 1.33, 1.06], [-0.13, -0.01, 0.01], [-0.03, -0.04, 0.04], [0.09, -0.07, 0.03], [-0.05, 0.00, 0.00], [0.05, -0.01, 0.05], [-0.04, 0.00, -0.04], [-0.02, 0.02, -0.04], [-0.03, -0.02, 0.00], [-0.29, -0.20, 0.07], [0.61, 0.39, 0.21], [0.13, -0.15, -0.29], [-0.02, -0.01, -0.03], [0.02, 0.03, 0.10], [-0.01, -0.02, -0.01], [-0.08, -0.03, -0.07], [-0.01, -0.04, 0.06], [0.00, 0.03, -0.01], [-0.04, -0.02, 0.02], [0.05, -0.01, 0.02], [-0.02, 0.06, 0.00], [0.00, -0.04, -0.06], [-0.03, -0.03, 0.03], [0.00, 0.05, 0.01], [0.04, -0.02, 0.02], [-0.01, -0.01, -0.05], [-0.01, -0.02, -0.06], [0.10, 0.02, 0.07], [-0.01, -0.09, 0.02], [-0.04, 0.05, -0.05], [0.05, 0.01, -0.03], [0.00, -0.02, 0.00], [-0.04, 0.02, -0.05], [0.01, -0.03, 0.02], [-0.02, 0.06, 0.02], [-0.02, 0.00, 0.00], [0.00, -0.01, -0.06], [0.00, -0.03, -0.01], [0.03, -0.04, -0.01], [-0.01, -0.01, 0.04], [0.00, 0.01, -0.01], [0.02, -0.03, -0.01], [-0.01, 0.00, 0.00], [0.04, 0.01, 0.02], [-0.01, -0.01, 0.03], [0.04, 0.02, 0.03], [-0.01, 0.01, -0.02], [0.05, -0.02, -0.05], [0.00, -0.03, -0.06], [0.00, -0.03, 0.04], [-0.03, 0.04, -0.01], [-0.01, -0.04, -0.11], [0.02, 0.02, -0.03], [0.00, 0.00, 0.01], [-0.04, 0.01, 0.02], [0.01, -0.01, 0.03], [0.05, 0.04, -0.02], [-0.06, -0.07, -0.06], [-0.01, 0.01, -0.06], [0.06, 0.12, -0.01], [0.15, -0.40, 0.18], [0.09, 0.24, -0.48], [-0.14, -0.33, 0.49], [0.01, -0.07, 0.01], [-0.09, 0.12, 0.03], [-0.02, 0.02, -0.01], [-0.04, 0.05, 0.01], [0.09, -0.04, 0.07], [-0.02, 0.00, -0.04], [-0.03, -0.04, -0.02], [0.03, -0.02, 0.02], [0.03, 0.03, -0.02], [-0.02, 0.02, -0.05], [0.01, -0.04, -0.04], [-0.07, 0.02, 0.01], [0.04, -0.08, -0.03], [0.04, -0.23, -0.11], [0.24, 0.81, 0.44], [-0.11, -0.14, -0.22], [0.03, -0.06, -0.05], [0.02, 0.04, -0.02], [-0.11, 0.10, 0.11], [-0.04, 0.14, 0.06], [0.00, 0.00, 0.02], [-0.19, -0.29, 0.14], [0.35, 0.05, 0.15], [0.38, 0.43, 0.00], [-0.36, 0.19, 0.38], [0.32, -0.30, -0.35], [-0.32, 0.15, -0.42], [0.06, -0.17, -0.04], [0.01, 0.25, -0.16], [-0.47, -0.09, 0.63], [-0.08, -0.07, -0.13], [0.02, 0.11, 0.01]]}

(2)
{"formula": "C42H50ClF3FeGeN2O7S2SeSi", "method": "wB97M-V/def2-TZVPD", "relative_energy_ev": 0.0000, "e_homo_ev": [-5.34, -5.42], "s_squared": 8.76, "e_lumo_ev": [2.2, 1.7], "multiplicity": 6, "charge": -1, "orbital_gap_ev": [7.50, 7.16], "species": ["Fe", "S", "C", "C", "C", "C", "C", "C", "C", "C", "C", "N", "H", "H", "H", "H", "H", "H", "C", "C", "C", "C", "O", "Si", "O", "O", "C", "C", "C", "C", "O", "C", "C", "C", "C", "H", "H", "H", "H", "H", "H", "H", "H", "H", "H", "H", "H", "H", "H", "H", "H", "H", "H", "H", "H", "H", "H", "H", "H", "H", "H", "H", "F", "C", "F", "F", "S", "O", "O", "O", "Cl", "C", "C", "C", "C", "C", "C", "C", "H", "H", "H", "H", "H", "H", "Ge", "C", "C", "C", "C", "C", "C", "C", "C", "C", "C", "C", "C", "H", "H", "H", "H", "H", "H", "H", "H", "H", "H", "H", "Se", "C", "N"], "positions_angstrom": [[0.544, -0.243, 0.118], [-3.815, -1.365, -0.478], [-3.138, -2.564, 0.543], [-1.833, -2.308, 0.840], [-1.340, -1.099, 0.260], [-2.309, -0.508, -0.497], [-2.036, 0.640, -1.348], [-3.014, 1.334, -2.058], [-2.645, 2.414, -2.833], [-1.307, 2.777, -2.892], [-0.395, 2.037, -2.162], [-0.737, 0.996, -1.408], [-3.742, -3.399, 0.864], [-1.240, -2.972, 1.454], [-4.048, 1.029, -1.980], [-3.393, 2.975, -3.378], [-0.970, 3.621, -3.477], [0.657, 2.281, -2.179], [1.455, -4.188, 1.135], [2.645, -4.318, 0.189], [3.728, -3.313, 0.570], [3.198, -5.738, 0.229], [2.248, -4.105, -1.176], [1.330, -2.889, -1.808], [1.280, -1.649, -0.807], [-0.210, -3.373, -2.077], [-0.757, -4.555, -2.648], [-0.822, -5.636, -1.574], [-2.161, -4.173, -3.104], [0.081, -5.033, -3.831], [1.927, -2.553, -3.297], [3.242, -2.176, -3.703], [4.076, -3.442, -3.876], [3.881, -1.240, -2.684], [3.072, -1.460, -5.038], [1.763, -4.424, 2.155], [0.656, -4.869, 0.845], [1.074, -3.166, 1.125], [4.047, -3.473, 1.601], [3.347, -2.296, 0.489], [4.593, -3.425, -0.085], [3.581, -5.973, 1.223], [4.009, -5.843, -0.493], [2.417, -6.456, -0.025], [-1.410, -5.280, -0.727], [0.182, -5.876, -1.229], [-1.283, -6.545, -1.968], [-2.727, -3.783, -2.257], [-2.685, -5.036, -3.519], [-2.105, -3.393, -3.863], [1.076, -5.332, -3.500], [0.193, -4.233, -4.562], [-0.399, -5.891, -4.309], [4.094, -4.003, -2.943], [5.100, -3.191, -4.160], [3.642, -4.075, -4.651], [4.071, -1.756, -1.743], [3.224, -0.398, -2.477], [4.832, -0.862, -3.066], [2.541, -2.105, -5.739], [4.042, -1.199, -5.462], [2.491, -0.548, -4.900], [2.484, 3.913, -2.092], [3.443, 3.169, -1.529], [4.407, 3.985, -1.103], [3.946, 2.363, -2.464], [2.780, 2.169, -0.125], [1.805, 3.112, 0.473], [3.911, 1.848, 0.676], [2.088, 1.079, -0.804], [-4.096, -3.835, 8.234], [-3.419, -2.898, 6.925], [-4.184, -2.651, 5.800], [-3.638, -1.902, 4.767], [-2.345, -1.397, 4.845], [-1.746, -0.614, 3.718], [-1.599, -1.666, 5.990], [-2.126, -2.412, 7.031], [-5.191, -3.039, 5.735], [-4.230, -1.706, 3.882], [-2.505, -0.238, 3.033], [-1.069, -1.237, 3.135], [-0.585, -1.291, 6.061], [-1.542, -2.618, 7.917], [0.063, 2.330, 1.387], [-1.072, 3.740, 0.569], [-2.447, 3.506, 0.560], [-3.331, 4.410, -0.014], [-2.848, 5.564, -0.611], [-1.481, 5.808, -0.625], [-0.604, 4.906, -0.040], [0.625, 3.186, 3.078], [0.914, 4.551, 3.151], [1.341, 5.127, 4.336], [1.484, 4.346, 5.477], [1.209, 2.991, 5.421], [0.784, 2.419, 4.228], [-1.167, 0.228, 4.094], [-2.841, 2.594, 0.999], [-4.395, 4.206, -0.006], [-3.532, 6.269, -1.068], [-1.097, 6.704, -1.097], [0.460, 5.102, -0.077], [0.804, 5.173, 2.272], [1.565, 6.186, 4.373], [1.823, 4.794, 6.402], [1.347, 2.366, 6.295], [0.620, 1.353, 4.195], [2.617, -1.020, 4.544], [1.970, -0.729, 2.918], [1.503, -0.553, 1.865]], "atomic_forces_ev_per_a": [[-0.29, 0.10, -0.09], [0.01, 0.00, 0.00], [0.07, 0.02, 0.02], [-0.14, 0.05, 0.01], [-0.07, -0.05, 0.09], [0.07, -0.01, -0.04], [0.01, 0.03, 0.00], [0.05, -0.04, 0.01], [0.08, 0.02, -0.01], [-0.05, -0.02, -0.01], [0.03, 0.01, -0.06], [-0.10, -0.18, 0.07], [-0.01, -0.03, 0.02], [0.00, -0.01, 0.04], [-0.01, -0.01, 0.00], [-0.01, 0.01, -0.01], [0.00, 0.00, 0.00], [-0.04, 0.00, -0.01], [0.05, 0.09, -0.01], [0.01, -0.04, 0.01], [-0.05, -0.04, -0.01], [-0.01, 0.07, 0.01], [0.01, 0.04, -0.01], [-0.13, -0.12, 0.05], [0.20, 0.19, -0.30], [0.02, -0.03, 0.07], [-0.01, 0.01, -0.03], [-0.06, 0.03, -0.05], [0.03, -0.03, 0.03], [-0.04, 0.02, 0.02], [-0.03, 0.02, 0.03], [0.03, -0.01, -0.01], [0.00, 0.05, -0.02], [0.02, -0.04, -0.04], [0.03, -0.02, 0.03], [0.00, 0.00, 0.03], [-0.05, -0.06, -0.03], [0.03, -0.05, 0.01], [0.01, 0.00, 0.02], [-0.01, 0.02, 0.01], [0.04, -0.01, -0.02], [0.00, -0.01, 0.03], [0.02, 0.01, -0.01], [-0.03, -0.02, -0.01], [-0.01, 0.01, 0.02], [0.08, -0.02, 0.02], [-0.02, -0.01, -0.01], [0.00, 0.00, 0.00], [-0.01, -0.02, -0.01], [0.01, 0.03, -0.03], [0.05, -0.01, 0.01], [0.00, 0.02, -0.03], [-0.01, -0.02, 0.00], [0.01, -0.02, 0.05], [0.02, 0.00, -0.02], [-0.02, -0.02, -0.02], [0.00, -0.01, 0.02], [-0.02, 0.05, 0.01], [0.01, 0.00, 0.00], [-0.01, -0.02, -0.02], [0.03, 0.01, -0.01], [-0.03, 0.03, 0.01], [-0.02, -0.04, -0.02], [0.05, 0.02, -0.02], [-0.06, 0.00, -0.01], [0.03, 0.03, 0.04], [-0.03, 0.16, 0.02], [0.06, -0.06, 0.04], [-0.04, -0.03, -0.03], [0.13, -0.07, 0.11], [0.00, 0.00, 0.00], [0.00, -0.01, 0.01], [-0.01, -0.02, 0.03], [0.02, 0.01, 0.01], [-0.02, -0.04, 0.01], [0.02, 0.06, -0.04], [0.01, 0.00, 0.01], [-0.02, -0.02, 0.02], [-0.01, 0.00, 0.00], [-0.02, 0.01, -0.03], [-0.04, 0.00, -0.02], [0.09, 0.03, 0.00], [0.03, 0.00, -0.02], [0.00, 0.00, 0.01], [0.23, 0.03, -0.09], [-0.03, -0.04, -0.04], [0.01, 0.01, 0.04], [-0.04, 0.00, 0.02], [-0.03, 0.04, -0.02], [0.03, 0.02, -0.01], [-0.02, -0.03, -0.02], [-0.11, 0.02, 0.07], [-0.06, -0.03, 0.03], [0.00, 0.03, -0.01], [0.02, 0.03, 0.04], [0.00, -0.06, 0.02], [0.09, 0.06, -0.03], [0.00, 0.05, 0.02], [-0.01, -0.02, 0.01], [-0.01, 0.00, 0.00], [0.00, 0.00, 0.00], [0.01, 0.02, -0.01], [0.04, 0.01, -0.01], [-0.01, 0.03, -0.02], [0.00, 0.01, 0.00], [0.00, 0.01, 0.01], [-0.01, 0.00, 0.01], [-0.01, -0.12, 0.00], [0.01, -0.04, 0.03], [-0.02, -0.13, 0.25], [-0.03, 0.11, -0.23]]}